No. 1
Computed, not measured: a structure of composition C22H38CdCl2F2O25S at a distorted geometry, with the ωB97M-V functional and the def2-TZVPD basis.

```
91
Properties=species:S:1:pos:R:3:forces:R:3:mulliken_charge:R:1
O 4.715 12.884 0.034 -0.7 1.0 -1.6 -0.413
H 2.938 14.958 4.073 -0.3 0.5 0.7 -0.195
O -0.062 15.742 1.052 -4.3 1.8 -0.5 -1.323
H -0.311 11.831 4.032 -0.5 -0.2 -0.5 -0.312
H 2.910 12.259 0.947 0.1 -0.2 -0.4 0.133
H -3.095 12.648 -0.139 0.1 -0.5 -0.4 0.392
O 3.594 18.595 1.615 1.8 -1.8 0.0 -0.316
C -1.888 14.881 6.132 0.6 -1.7 -1.6 0.167
O 3.638 20.947 4.866 -1.6 -2.0 0.5 -0.617
H -0.003 14.328 5.051 0.0 0.0 0.2 -0.951
H -4.649 18.771 5.913 -0.2 0.3 0.1 0.338
O 3.551 12.429 7.062 -0.1 2.3 -0.4 -0.611
H -4.294 15.636 1.871 -0.3 0.1 0.7 0.503
C 4.770 17.850 1.951 0.5 -0.7 1.1 -0.582
O 2.561 16.871 0.444 1.7 3.6 1.0 -0.596
C 4.206 13.795 -0.818 1.4 -0.1 0.8 0.749
H 4.418 11.624 1.645 0.2 0.2 -0.4 0.331
H 0.162 19.705 0.111 -0.3 0.3 0.3 0.452
O -3.268 18.248 4.555 -0.2 -0.8 0.4 -0.298
F 0.299 15.108 6.896 0.6 0.3 0.1 -0.290
O -0.607 14.221 2.860 -0.7 -1.1 0.7 -0.504
C 3.141 13.586 7.130 -1.3 -2.4 -0.2 0.671
O -3.038 16.965 2.943 0.0 -0.7 -2.1 -0.188
H 4.193 13.862 4.534 0.0 -0.5 0.2 0.475
H 5.480 18.517 2.439 -0.1 0.4 -0.7 0.311
H -2.390 14.649 5.193 -0.2 -0.3 0.0 0.009
C -3.607 18.453 5.901 -1.7 1.6 1.0 -0.775
C -3.688 17.075 4.064 0.4 -2.0 2.1 0.745
O 3.405 18.757 5.369 0.8 0.3 1.1 -0.406
C -3.245 15.810 2.110 -0.6 -0.1 -0.7 -0.565
O 1.714 18.961 1.023 -1.4 -1.9 -0.5 -0.361
H 2.483 17.092 4.806 -0.3 -0.3 0.4 -0.666
H -1.283 11.349 -3.295 -0.1 0.2 0.5 0.336
H 3.357 12.886 9.383 -0.2 -1.0 1.3 0.355
C 1.080 18.707 5.214 0.5 -0.5 0.8 0.834
H 5.215 17.240 1.165 -0.2 0.6 -0.5 0.302
H 4.592 17.137 2.755 -0.7 -0.1 0.0 0.143
C 2.340 17.863 5.563 -1.6 -0.8 -1.1 0.763
H 0.135 11.402 -4.223 0.7 -0.2 0.3 0.283
C -2.026 12.642 0.074 -1.0 1.3 0.3 -0.402
O 0.455 13.400 -0.837 -1.2 -2.1 -1.4 -1.058
H -0.411 18.529 1.264 0.8 -0.3 0.6 0.225
H -1.909 12.155 1.043 0.4 0.0 -0.2 0.183
H 3.897 13.318 1.864 0.2 0.0 0.1 0.152
Cd 1.533 15.146 -0.002 -0.8 1.1 -5.4 4.039
C -0.107 12.428 -1.319 -0.4 -0.7 0.7 0.411
O -2.415 14.003 7.154 -0.7 1.5 -0.1 -0.362
H 0.438 18.343 4.411 -0.2 -0.2 0.5 -0.033
S 0.374 15.113 2.329 0.2 0.8 -1.0 0.514
O 2.526 14.078 8.224 -1.1 1.2 -1.8 -0.257
C 2.329 13.249 9.362 3.0 0.1 0.6 -0.778
H 2.207 13.945 10.192 -0.3 -0.2 -0.1 0.267
O -1.332 11.992 -0.978 0.8 0.1 -0.4 -0.398
Cl -1.064 9.519 3.510 0.2 1.2 0.1 -0.205
H -0.394 11.324 2.208 0.5 0.5 0.5 -0.477
H -0.304 9.944 -3.218 0.5 0.1 -0.1 0.289
C -0.138 11.099 3.243 0.6 -2.1 0.5 1.115
C 0.392 18.738 0.557 -1.4 1.6 -1.8 -0.740
C 3.165 14.143 4.760 0.1 -0.8 -0.2 -0.383
H -2.839 16.038 1.124 0.6 0.2 0.4 0.176
C -0.448 14.356 6.045 -0.7 0.9 0.3 1.780
O 1.654 19.885 4.790 -1.9 1.5 -0.5 -0.399
F 0.340 18.980 6.381 0.4 -0.4 -1.1 -0.373
O 3.000 14.489 6.129 0.4 0.7 1.1 -0.003
H 5.908 15.639 -2.633 -0.1 -0.1 -1.0 0.280
H -3.639 17.635 6.621 0.9 -0.5 -0.6 0.342
H -1.784 13.704 0.110 0.5 -0.1 0.3 0.112
C 3.955 12.485 1.163 -1.1 0.2 1.1 -0.235
Cl 1.615 10.642 3.472 -0.7 0.6 -0.5 -0.184
C -1.661 12.910 7.252 -2.9 -3.4 2.7 0.562
H 2.199 17.453 6.563 0.6 0.1 0.0 0.257
H 2.432 13.368 4.534 0.4 -0.3 -0.2 0.162
H 0.230 18.124 -0.329 0.8 -0.8 0.3 0.266
O 0.804 16.164 3.184 0.4 1.4 2.4 -0.487
O -4.321 16.194 4.661 0.7 2.1 -1.4 -0.598
H -3.028 19.311 6.244 0.2 -0.4 0.1 0.277
H -2.785 14.904 2.503 0.0 0.3 0.2 0.111
O 3.079 14.280 -0.886 3.3 -2.1 -1.3 -0.682
H 4.648 14.581 -3.496 0.4 0.2 -0.1 0.305
O 5.221 14.203 -1.584 -1.0 -1.7 1.8 -0.342
C 2.934 19.962 5.042 3.3 2.1 -0.8 0.664
O -0.523 13.066 6.602 1.0 -0.6 -0.8 -0.381
O -2.069 11.892 7.866 2.2 3.6 -2.3 -0.653
H 1.648 12.400 9.422 -0.4 0.4 -1.0 0.281
C 4.959 15.105 -2.592 0.3 1.6 -1.1 -0.667
O 0.472 11.536 -2.154 0.5 1.6 0.4 -0.308
O 1.572 14.446 1.753 1.8 -4.2 5.9 -0.824
C -0.241 11.031 -3.269 -1.6 -0.4 -0.6 -0.736
C 2.611 17.981 0.979 -0.4 1.4 0.4 0.584
H 4.222 15.880 -2.378 -0.3 -0.3 0.4 0.264
H -1.988 15.966 6.161 0.1 -0.2 1.3 0.022
```
Positions in Å, forces in eV/Å.

Properties
HOMO-LUMO gap = 7.667 eV
Energy relative to the best compared isomer or geometry (same formula, charge and spin) = 81.5 kcal/mol
E_HOMO = -9.6 eV



No. 2
Computed, not measured: a structure of composition C22H38CdO3P2S at a distorted geometry, with the ωB97M-V functional and the def2-TZVPD basis.

```
67
Properties=species:S:1:pos:R:3:forces:R:3:mulliken_charge:R:1
H 2.046 1.027 -1.329 0.2 -0.1 -0.1 0.608
H 0.148 0.992 10.883 0.0 0.1 -0.1 0.320
C 0.756 0.362 -5.032 0.1 0.3 -0.8 -1.338
C 0.046 1.388 -2.165 -0.5 -1.3 3.5 0.115
H 0.659 3.066 5.965 -0.2 -0.3 0.2 0.258
H 1.806 -2.619 3.241 -0.3 -0.1 -0.2 0.341
S -0.077 2.049 3.601 -0.7 -1.1 -0.3 0.579
H 2.492 -1.094 -1.894 -0.5 0.0 0.2 0.457
C 0.126 2.382 6.629 0.1 -0.2 0.0 -0.406
C 1.445 -0.828 -2.146 1.0 0.0 -0.2 0.016
P 0.198 -2.400 -3.958 1.5 1.2 -0.3 1.370
C -1.147 0.642 8.409 0.0 0.1 -0.3 -0.412
H 1.823 0.129 -4.863 -0.5 0.2 0.0 0.486
O 1.408 1.718 3.644 -1.0 0.2 -0.3 -0.680
C -0.397 1.708 8.920 0.2 0.0 -0.6 0.644
C -0.692 -2.492 -1.591 0.6 -1.3 1.5 -1.602
C 1.755 -3.026 -4.641 -0.1 -0.6 -1.4 -1.452
H -1.057 -0.657 -3.078 -0.7 -0.1 0.3 -1.106
C -1.109 -3.533 -4.478 -0.1 -0.3 -0.1 -1.515
H -1.272 2.992 -5.349 0.2 -0.1 -0.1 0.472
H -1.379 -4.217 -3.663 0.1 0.4 -0.1 0.401
H 0.028 -1.365 -6.058 -0.1 0.2 0.0 0.608
C 1.592 2.992 -4.038 0.3 0.5 -0.8 -1.447
Cd 1.054 -0.181 2.494 -0.3 -0.9 0.2 0.999
H -0.805 -3.525 -1.282 0.3 0.0 0.3 0.477
H 0.415 2.724 10.623 -0.1 0.0 0.1 0.332
H 0.173 2.388 -1.707 -0.1 -0.1 -0.3 0.601
H -1.837 -0.405 6.640 0.1 0.2 0.1 0.401
C -1.290 0.901 -1.808 -0.2 3.0 -0.2 -1.568
H -2.774 -0.327 -2.684 0.0 -0.2 -0.2 0.556
C 1.101 0.465 -1.424 0.8 0.8 -0.7 -0.787
C 0.228 2.568 8.006 -0.3 -0.2 0.4 -0.764
C -0.121 -0.911 -5.065 -0.3 -0.5 -0.8 -1.058
C 0.623 -2.142 -2.096 -1.0 -0.8 -0.7 0.546
C -1.695 -1.528 -1.191 -1.0 0.9 -0.3 -0.558
H -1.198 -0.671 -5.015 0.5 -0.1 0.1 0.518
H 1.529 -3.450 -5.632 0.6 0.0 0.1 0.451
H -1.908 1.502 -1.150 0.1 0.2 -0.2 0.212
H -2.005 -2.972 -4.787 0.3 -0.2 0.3 0.396
H 1.545 -0.525 -3.198 0.1 -0.3 0.6 -0.817
H -0.744 -4.115 -5.340 -0.1 0.2 0.2 0.423
H 0.819 -2.725 1.738 0.0 0.0 0.3 0.179
C -0.603 1.296 6.140 -0.1 -0.1 0.8 0.939
C -0.254 1.891 10.402 0.0 0.1 0.2 -1.363
P 0.280 1.759 -3.927 -0.2 -0.6 0.7 1.446
H 0.012 -2.550 3.334 0.2 0.3 -0.2 0.294
H 0.763 0.277 -0.399 -0.4 0.2 -0.3 -0.657
H 2.157 -3.810 -3.985 -0.1 0.2 -0.2 0.420
H 0.813 3.409 8.384 -0.1 -0.2 -0.1 0.237
C -1.329 2.411 -4.422 0.0 0.3 -0.5 -1.394
C -1.750 -0.364 -2.268 -0.4 -1.7 0.5 0.331
H -1.719 3.058 -3.625 0.2 -0.4 0.0 0.420
H -1.224 2.096 10.867 0.1 0.0 0.0 0.309
C -1.263 0.427 7.040 0.5 0.6 -0.2 -0.559
O -0.709 0.985 4.815 0.3 0.5 -0.8 -0.270
C 0.892 -2.280 2.738 0.6 -0.3 -0.4 -1.115
O -0.667 1.270 2.430 0.9 1.3 1.2 -0.655
H 2.492 -2.216 -4.745 -0.2 -0.2 0.1 0.346
H 1.343 -2.955 -1.871 -0.4 0.2 -0.5 1.034
H 0.735 0.794 -6.051 -0.1 -0.1 0.3 0.631
H -2.683 -2.013 -1.155 0.1 0.0 0.1 0.467
H -1.513 -1.089 -0.188 -0.3 0.3 -0.2 -0.001
H 1.659 3.562 -3.101 -0.2 -0.2 -0.3 0.386
H -1.661 -0.034 9.093 0.2 0.1 -0.1 0.330
H 1.410 3.694 -4.865 0.2 -0.1 0.2 0.434
H 2.561 2.502 -4.208 -0.3 0.1 0.1 0.408
H -2.048 1.592 -4.562 0.3 0.2 0.2 0.326
```
Positions in Å, forces in eV/Å.

Properties
HOMO-LUMO gap = 4.072 eV
Energy relative to the best compared isomer or geometry (same formula, charge and spin) = 71.3 kcal/mol
E_HOMO = -3.9 eV



No. 3
Computed, not measured: a structure of composition C22H38Cl3IrN3O3SSi2, with the ωB97M-V functional and the def2-TZVPD basis.

```
73
Properties=species:S:1:pos:R:3:forces:R:3:mulliken_charge:R:1
H 3.300 -4.413 -1.250 0.0 0.0 0.0 0.444
H -5.397 0.258 -0.151 0.0 0.0 0.0 0.442
C -3.545 2.664 0.870 0.0 0.0 0.1 -1.109
H -4.361 -1.156 -0.014 0.0 0.0 0.0 0.336
N 2.168 0.615 0.563 0.1 0.0 0.1 0.410
C -4.180 0.448 2.831 0.0 0.0 0.0 -1.116
H 1.871 -1.219 -3.125 0.0 0.0 0.0 -0.405
H 3.222 -3.105 -3.261 0.0 0.0 0.0 0.378
H 1.276 0.306 0.143 -0.1 0.0 0.0 -0.843
C 2.220 1.528 1.492 0.0 0.0 -0.1 0.624
C 3.174 -3.342 -1.102 0.0 0.0 0.0 -0.690
H -1.263 2.827 0.113 0.0 0.0 0.0 -0.252
C -4.356 -0.074 -0.165 0.0 0.0 0.0 -1.169
H 3.476 3.755 3.213 0.0 0.0 0.0 0.354
H 2.985 0.080 0.309 0.0 0.0 -0.1 0.102
H -0.138 1.673 4.670 0.0 0.0 0.0 0.412
H 3.041 -0.371 -2.113 0.0 0.0 0.0 0.439
H -1.544 2.374 3.818 0.0 0.0 0.0 0.404
S 0.044 4.199 -1.447 0.0 0.0 0.0 -0.111
C 2.517 -1.320 -2.253 0.0 0.0 0.1 -0.041
Cl -1.582 -5.989 -4.814 0.0 0.0 0.0 -0.182
H 1.475 -0.534 3.626 0.0 0.0 0.0 0.380
O 1.700 -1.539 -1.077 0.3 -0.1 -0.1 0.278
C 0.636 1.921 -2.360 0.0 0.0 0.0 -0.607
H -4.579 2.941 1.095 0.0 0.0 0.0 0.496
C -1.001 1.455 4.039 0.0 0.0 0.0 -1.213
C -1.346 -2.819 -2.454 0.0 0.0 0.0 0.831
C 0.878 3.232 -2.585 0.0 0.0 0.0 -0.354
Si -3.407 0.819 1.167 -0.1 0.0 -0.1 0.283
C 0.636 -0.900 3.030 0.0 0.0 0.0 -0.946
N 3.341 2.065 1.931 0.0 0.0 0.0 -0.205
H 1.016 3.541 3.322 0.0 0.0 0.0 0.358
C 0.795 3.332 2.282 0.0 0.0 0.0 -1.099
C -0.572 2.805 -0.712 0.0 0.0 0.0 -0.020
H 4.505 -2.229 -2.444 0.0 0.0 0.0 0.336
H 1.472 3.670 -3.370 0.0 0.0 0.0 0.516
C -1.605 -4.103 -2.892 0.0 0.0 0.0 -0.824
H -5.263 0.567 2.749 0.0 0.0 0.0 0.407
H 1.405 3.921 1.604 0.0 0.0 0.0 0.454
Cl 0.253 -0.980 -5.562 0.0 0.0 0.0 -0.172
H -1.799 -0.903 1.458 0.0 0.0 0.0 0.276
C 3.462 -2.527 -2.369 0.0 0.0 0.0 -0.702
H -0.458 -3.685 -6.050 0.0 0.0 0.0 0.476
N -0.192 1.684 -1.277 0.0 0.0 0.0 0.308
H 1.422 -3.111 0.224 0.0 0.0 0.0 0.281
H -3.371 2.955 -0.167 0.0 0.0 0.0 0.354
H 4.579 2.417 3.561 0.0 0.0 0.0 0.407
O -0.569 -0.573 -2.789 0.1 0.1 0.3 -0.830
H -3.960 0.125 -1.164 0.0 0.0 0.0 0.345
C 1.741 -2.955 -0.805 0.0 0.1 0.0 -0.333
Si -0.552 0.437 2.563 0.1 0.0 0.1 0.180
C 3.569 2.673 3.252 0.0 0.0 0.0 -0.968
Ir -0.855 -0.200 -0.834 -0.4 0.2 0.0 1.963
H 0.084 -1.595 3.673 0.0 0.0 0.0 0.516
H 1.005 -1.468 2.178 0.0 0.0 0.0 0.058
H -0.258 3.489 2.080 0.0 0.0 0.0 0.317
C -0.798 -1.801 -3.227 0.0 -0.1 -0.1 -0.645
C -0.475 -2.172 -4.545 0.0 0.1 0.0 0.712
H -3.850 1.120 3.625 0.0 0.0 0.0 0.337
O 1.035 1.902 2.006 0.0 0.0 0.0 0.397
H -2.921 3.277 1.530 0.0 0.0 0.0 0.383
C -0.714 -3.442 -5.029 0.0 0.0 0.0 -0.767
C -1.284 -4.404 -4.203 0.0 0.0 0.0 0.327
H -2.038 -4.847 -2.238 0.0 0.0 0.0 0.495
Cl -1.673 -2.413 -0.761 0.1 0.0 0.0 -0.403
H -4.000 -0.581 3.153 0.0 0.0 0.0 0.384
H 4.164 1.877 1.375 0.0 0.0 0.0 0.291
H 2.878 2.255 3.979 0.0 0.0 0.0 0.322
H 0.972 1.086 -2.953 0.0 0.0 0.0 0.283
H 1.051 -3.475 -1.476 0.0 0.0 0.0 0.176
H -1.678 0.835 4.636 0.0 0.0 0.0 0.450
H 3.824 -3.037 -0.279 0.0 0.0 0.0 0.228
C -1.609 0.156 1.156 0.1 -0.1 -0.1 -0.943
```
Positions in Å, forces in eV/Å.

Properties
HOMO-LUMO gap (alpha / beta) = 7.184 / 6.752 eV
2S+1 = 2
Charge = +2
Energy relative to the best compared isomer or geometry (same formula, charge and spin) = 35.0 kcal/mol
E_HOMO (alpha / beta) = -12.6 / -12.6 eV
⟨S²⟩ = 0.7533